Record 1
{
  "formula": "C26H28Cl2GeMnN2OS3",
  "method": "ωB97M-V with the def2-TZVPD basis set",
  "charge": -1,
  "s_squared": 6.16,
  "de_lowest_kcal_mol": 4.8,
  "total_energy_ha": -6535.28872,
  "homo_lumo_gap_ev": [7.058, 7.302],
  "multiplicity": 5,
  "species": ["Mn", "C", "C", "N", "N", "C", "S", "S", "C", "C", "C", "C", "C", "C", "C", "C", "C", "C", "C", "C", "C", "O", "H", "H", "H", "H", "H", "H", "H", "H", "H", "H", "H", "H", "H", "H", "Cl", "C", "C", "C", "C", "C", "Cl", "C", "S", "H", "H", "H", "C", "Ge", "C", "C", "C", "H", "H", "H", "H", "H", "H", "H", "H", "H", "H", "H"],
  "xyz": [[-0.540, 1.110, 0.227], [3.807, 0.086, -0.164], [2.432, 0.642, -0.471], [1.577, 0.833, 0.464], [2.083, 0.641, 1.777], [1.192, 0.706, 2.709], [-0.491, 0.960, 2.653], [1.865, 0.449, 4.362], [2.769, -1.090, 4.049], [1.859, -2.262, 3.811], [1.361, -3.021, 4.866], [0.457, -4.047, 4.632], [0.034, -4.322, 3.337], [0.533, -3.579, 2.278], [1.446, -2.560, 2.517], [2.129, 0.999, -1.892], [3.205, 1.084, -2.790], [3.060, 1.445, -4.112], [1.781, 1.757, -4.579], [0.700, 1.686, -3.741], [0.823, 1.280, -2.385], [-0.273, 1.158, -1.702], [3.753, -0.570, 0.699], [4.499, 0.891, 0.092], [4.206, -0.464, -1.009], [3.390, -1.228, 4.935], [3.410, -0.910, 3.188], [1.676, -2.796, 5.879], [0.075, -4.628, 5.462], [-0.690, -5.107, 3.157], [0.208, -3.781, 1.265], [1.836, -1.972, 1.694], [4.205, 0.886, -2.435], [3.921, 1.495, -4.765], [1.639, 2.058, -5.611], [-0.299, 1.925, -4.086], [-2.920, 1.471, 0.057], [-3.245, 3.200, 0.002], [-4.563, 3.578, -0.146], [-4.878, 4.927, -0.188], [-3.853, 5.854, -0.077], [-2.543, 5.436, 0.071], [-1.327, 6.676, 0.203], [-2.157, 4.081, 0.120], [-0.503, 3.597, 0.319], [-5.330, 2.820, -0.227], [-5.904, 5.249, -0.301], [-4.062, 6.915, -0.102], [-2.859, -1.148, -2.377], [-1.321, -1.845, -1.405], [0.171, -2.043, -2.644], [-1.763, -3.690, -0.869], [-0.974, -0.905, 0.252], [-3.039, -1.753, -3.268], [-2.666, -0.119, -2.682], [-3.757, -1.165, -1.758], [-0.035, -2.890, -3.302], [1.105, -2.240, -2.113], [0.313, -1.155, -3.255], [-2.032, -4.307, -1.729], [-2.600, -3.692, -0.166], [-0.903, -4.149, -0.374], [-0.145, -1.411, 0.757], [-1.848, -1.046, 0.896]],
  "atomic_forces_ev_per_a": [[0.63, 0.06, 0.17], [-0.14, 0.05, 0.10], [0.39, 0.01, -0.91], [0.34, 0.13, 0.96], [-0.34, -0.04, -0.67], [0.22, -0.10, 0.16], [-0.07, 0.06, -0.13], [-0.21, 0.14, -0.04], [0.19, -0.08, -0.03], [0.01, 0.12, -0.02], [-0.02, -0.04, 0.01], [0.02, 0.02, -0.03], [-0.01, 0.01, 0.01], [0.10, 0.00, 0.07], [0.01, -0.10, -0.07], [0.07, -0.20, 0.49], [0.03, 0.09, -0.04], [-0.09, 0.01, 0.05], [0.14, 0.02, -0.17], [-0.06, -0.14, 0.24], [-0.05, 0.05, -0.07], [0.02, -0.17, -0.07], [-0.01, 0.01, 0.03], [-0.01, 0.01, -0.02], [0.00, -0.03, -0.04], [0.00, -0.09, -0.02], [0.06, -0.05, 0.07], [-0.02, 0.01, 0.00], [-0.01, 0.00, 0.00], [0.02, -0.02, -0.01], [0.03, 0.01, 0.11], [-0.02, -0.02, 0.02], [0.04, -0.01, 0.02], [0.00, 0.02, 0.00], [0.00, 0.01, 0.01], [0.00, -0.02, 0.01], [-1.24, 0.33, -0.09], [0.16, -0.19, 0.02], [-0.03, 0.01, -0.01], [0.01, -0.01, 0.00], [0.01, 0.01, 0.01], [0.04, 0.10, 0.01], [-0.03, -0.05, 0.00], [0.07, -0.03, 0.01], [-0.17, -0.05, -0.02], [0.01, 0.00, 0.00], [0.00, 0.00, 0.00], [0.01, 0.00, -0.01], [-0.10, 0.10, -0.11], [-0.02, -0.02, -0.01], [0.16, -0.01, -0.03], [-0.07, -0.13, 0.05], [-0.01, -0.03, 0.01], [-0.03, 0.01, 0.01], [-0.01, 0.00, 0.00], [0.01, 0.00, -0.01], [0.03, 0.01, 0.01], [-0.01, 0.00, -0.01], [0.02, 0.06, -0.04], [0.01, 0.02, 0.00], [0.03, -0.03, 0.00], [-0.10, -0.03, -0.10], [-0.05, 0.20, 0.01], [0.03, 0.00, 0.07]]
}

Record 2
{
  "formula": "C5H9NO2",
  "method": "ωB97M-V with the def2-TZVPD basis set",
  "de_lowest_kcal_mol": 55.5,
  "total_energy_ha": -401.08839,
  "homo_lumo_gap_ev": 10.585,
  "smiles": "CC(=O)O.C#N.C=C",
  "species": ["C", "C", "O", "O", "H", "H", "H", "H", "C", "N", "H", "C", "C", "H", "H", "H", "H"],
  "xyz": [[-1.358, -0.266, 1.331], [-1.088, 0.823, 0.335], [-1.373, 0.720, -0.866], [-1.010, 2.035, 0.901], [-0.529, -0.960, 1.363], [-2.227, -0.830, 1.027], [-1.523, 0.139, 2.353], [-0.958, 2.720, 0.212], [-0.262, -1.562, -1.967], [0.122, -2.631, -2.152], [-0.854, -0.587, -1.613], [1.675, 0.696, 0.028], [1.898, -0.555, -0.376], [1.464, 0.916, 1.057], [1.995, 1.539, -0.567], [2.431, -0.791, -1.298], [1.596, -1.405, 0.230]],
  "atomic_forces_ev_per_a": [[0.62, 0.25, 0.92], [-3.24, 0.59, -1.20], [1.08, 0.41, 1.45], [0.79, -0.06, 0.01], [0.29, -0.22, 0.03], [-0.21, 0.01, -0.25], [0.22, -0.17, -0.79], [-0.07, -0.32, -0.01], [-1.59, 0.94, 0.62], [0.14, 0.34, -0.12], [1.45, -1.82, -0.85], [1.35, -0.63, -0.17], [0.23, 0.36, 0.18], [-0.71, 0.02, 0.26], [-0.03, 0.10, -0.16], [-0.56, 0.11, 0.08], [0.25, 0.07, 0.00]]
}

Record 3
{
  "formula": "C27H29FeN5O5Se2",
  "method": "ωB97M-V with the def2-TZVPD basis set",
  "charge": -2,
  "s_squared": 6.01,
  "de_lowest_kcal_mol": 0.0,
  "total_energy_ha": -7763.03214,
  "homo_lumo_gap_ev": [6.027, 6.025],
  "multiplicity": 5,
  "species": ["Fe", "O", "C", "O", "C", "C", "N", "N", "C", "C", "O", "O", "H", "H", "H", "Se", "Se", "C", "C", "C", "C", "C", "N", "C", "C", "C", "C", "C", "N", "H", "H", "H", "H", "H", "H", "H", "H", "C", "C", "C", "C", "O", "H", "H", "H", "H", "H", "H", "H", "H", "H", "C", "C", "C", "C", "C", "C", "C", "C", "N", "H", "H", "H", "H", "H", "H", "H", "H", "H"],
  "xyz": [[-1.068, -0.203, 0.685], [-3.008, 5.522, 0.863], [-3.232, 5.015, 2.054], [-3.701, 5.671, 2.968], [-2.862, 3.595, 2.232], [-3.080, 2.830, 3.360], [-2.600, 1.605, 3.096], [-2.110, 1.515, 1.868], [-2.264, 2.698, 1.315], [-1.825, 2.819, -0.114], [-2.081, 3.900, -0.707], [-1.255, 1.814, -0.581], [-2.503, 4.859, 0.238], [-3.526, 3.093, 4.304], [-2.645, 0.755, 3.639], [-0.613, -3.516, 0.172], [-4.021, -1.423, 1.334], [-2.874, -1.867, 2.743], [-3.233, -2.802, 3.736], [-2.349, -3.084, 4.752], [-1.101, -2.456, 4.773], [-0.804, -1.581, 3.747], [-1.664, -1.276, 2.775], [-1.340, -2.630, -1.296], [-1.710, -3.329, -2.465], [-2.177, -2.642, -3.561], [-2.302, -1.253, -3.495], [-1.958, -0.630, -2.315], [-1.491, -1.286, -1.246], [-4.195, -3.288, 3.661], [-2.611, -3.807, 5.518], [-0.378, -2.660, 5.552], [0.165, -1.098, 3.669], [-1.606, -4.404, -2.469], [-2.445, -3.172, -4.469], [-2.654, -0.671, -4.336], [-2.039, 0.446, -2.202], [2.822, 0.019, 2.476], [1.937, 0.380, 1.270], [2.740, 0.012, -0.011], [1.646, 1.892, 1.277], [0.766, -0.326, 1.315], [3.834, 0.421, 2.358], [2.870, -1.068, 2.559], [2.385, 0.417, 3.396], [3.463, 0.802, -0.234], [1.198, -0.918, -0.936], [3.312, -0.910, 0.189], [2.558, 2.498, 1.308], [1.028, 2.115, 2.151], [1.067, 2.141, 0.386], [2.138, -2.755, -2.491], [2.596, -1.460, -3.101], [3.181, -1.459, -4.363], [3.614, -0.286, -4.961], [3.447, 0.915, -4.289], [2.856, 0.955, -3.033], [2.610, 2.277, -2.359], [2.438, -0.242, -2.418], [1.850, -0.170, -1.146], [2.669, -3.595, -2.942], [1.068, -2.910, -2.651], [2.297, -2.781, -1.413], [3.316, -2.401, -4.884], [4.065, -0.311, -5.946], [3.753, 1.846, -4.755], [2.597, 3.082, -3.096], [3.386, 2.508, -1.624], [1.655, 2.252, -1.834]],
  "atomic_forces_ev_per_a": [[-0.07, 0.03, 0.38], [0.05, 0.41, 0.57], [0.09, 0.31, 0.02], [-0.11, -0.10, 0.00], [-0.14, -0.18, -0.11], [0.09, 0.13, 0.04], [-0.06, -0.09, 0.06], [0.27, -0.34, -0.23], [0.05, 0.02, 0.11], [0.12, -0.18, -0.06], [0.47, -0.22, -0.10], [-0.09, -0.17, -0.21], [-0.49, -0.10, -0.40], [-0.01, -0.01, -0.01], [0.00, -0.02, 0.00], [0.10, -0.11, 0.00], [0.02, 0.17, 0.01], [-0.22, 0.04, -0.28], [0.20, -0.01, 0.22], [-0.10, 0.00, -0.15], [0.04, 0.00, 0.06], [0.07, 0.03, 0.11], [0.06, -0.10, -0.28], [0.06, -0.13, 0.28], [-0.09, 0.18, -0.22], [0.04, -0.06, 0.12], [-0.02, 0.05, -0.03], [-0.01, 0.09, -0.13], [0.12, 0.30, 0.33], [-0.02, 0.01, 0.03], [-0.01, 0.01, 0.01], [0.03, -0.01, -0.04], [-0.01, 0.00, -0.05], [0.02, -0.01, 0.00], [-0.01, -0.02, 0.01], [-0.01, 0.01, 0.02], [0.04, -0.06, 0.01], [-0.16, -0.01, -0.13], [0.14, 0.41, -0.20], [-0.08, -0.06, 0.16], [-0.03, -0.19, -0.09], [-0.43, -0.23, 0.12], [0.01, 0.01, 0.06], [0.05, 0.00, 0.00], [0.00, 0.02, 0.00], [0.02, -0.03, -0.03], [0.06, -0.04, -0.05], [0.01, 0.01, -0.03], [-0.01, 0.00, 0.01], [0.03, 0.06, 0.02], [0.04, 0.04, 0.02], [0.03, 0.08, -0.03], [0.02, -0.07, 0.02], [0.05, 0.02, -0.09], [0.01, -0.01, -0.01], [-0.01, -0.04, -0.01], [-0.01, 0.04, 0.05], [0.01, -0.06, -0.02], [0.11, 0.09, -0.12], [-0.17, 0.06, 0.06], [-0.02, -0.01, 0.00], [-0.01, -0.03, 0.07], [-0.04, -0.03, 0.01], [-0.05, -0.02, 0.04], [0.01, 0.02, 0.01], [-0.01, 0.00, 0.00], [0.01, 0.01, 0.00], [-0.04, 0.02, 0.03], [0.00, 0.02, 0.02]]
}

Record 4
{
  "formula": "C3H10N2O2",
  "method": "ωB97M-V with the def2-TZVPD basis set",
  "de_lowest_kcal_mol": 127.9,
  "total_energy_ha": -380.13284,
  "homo_lumo_gap_ev": 8.645,
  "species": ["C", "C", "C", "N", "N", "O", "O", "H", "H", "H", "H", "H", "H", "H", "H", "H", "H"],
  "xyz": [[-0.074, -0.451, -0.261], [0.437, 0.747, -0.887], [-1.322, -0.396, 0.565], [1.352, 0.093, 0.544], [1.411, 0.480, 1.901], [0.227, -1.616, -0.891], [-1.119, 0.760, -2.046], [-0.480, -2.259, -0.745], [-0.899, 0.424, -2.925], [2.193, -0.386, 0.233], [1.113, 1.447, 2.000], [0.806, -0.111, 2.466], [0.105, 1.709, -0.522], [1.164, 0.669, -1.683], [-1.404, -1.274, 1.212], [-2.155, -0.341, -0.138], [-1.354, 0.506, 1.177]],
  "atomic_forces_ev_per_a": [[2.61, 1.04, 1.21], [-2.82, 0.14, -1.83], [0.20, -0.03, 0.01], [-0.72, -0.87, 0.41], [-0.15, -0.05, -0.29], [-0.33, -0.29, -0.11], [0.65, 0.23, -0.05], [0.19, 0.12, 0.02], [0.01, 0.12, 0.16], [-0.31, -0.25, 0.25], [0.02, -0.16, -0.06], [0.09, 0.12, -0.06], [0.29, -0.11, 0.02], [0.10, 0.05, 0.35], [0.00, 0.05, -0.04], [0.11, -0.05, 0.04], [0.06, -0.05, -0.03]]
}

Copy entry 2 word for word.
{
  "formula": "C5H9NO2",
  "method": "ωB97M-V with the def2-TZVPD basis set",
  "de_lowest_kcal_mol": 55.5,
  "total_energy_ha": -401.08839,
  "homo_lumo_gap_ev": 10.585,
  "smiles": "CC(=O)O.C#N.C=C",
  "species": ["C", "C", "O", "O", "H", "H", "H", "H", "C", "N", "H", "C", "C", "H", "H", "H", "H"],
  "xyz": [[-1.358, -0.266, 1.331], [-1.088, 0.823, 0.335], [-1.373, 0.720, -0.866], [-1.010, 2.035, 0.901], [-0.529, -0.960, 1.363], [-2.227, -0.830, 1.027], [-1.523, 0.139, 2.353], [-0.958, 2.720, 0.212], [-0.262, -1.562, -1.967], [0.122, -2.631, -2.152], [-0.854, -0.587, -1.613], [1.675, 0.696, 0.028], [1.898, -0.555, -0.376], [1.464, 0.916, 1.057], [1.995, 1.539, -0.567], [2.431, -0.791, -1.298], [1.596, -1.405, 0.230]],
  "atomic_forces_ev_per_a": [[0.62, 0.25, 0.92], [-3.24, 0.59, -1.20], [1.08, 0.41, 1.45], [0.79, -0.06, 0.01], [0.29, -0.22, 0.03], [-0.21, 0.01, -0.25], [0.22, -0.17, -0.79], [-0.07, -0.32, -0.01], [-1.59, 0.94, 0.62], [0.14, 0.34, -0.12], [1.45, -1.82, -0.85], [1.35, -0.63, -0.17], [0.23, 0.36, 0.18], [-0.71, 0.02, 0.26], [-0.03, 0.10, -0.16], [-0.56, 0.11, 0.08], [0.25, 0.07, 0.00]]
}